ORCA calculation (ωB97M-V/def2-TZVPD) on a molecular structure, C33H25AuBBrF2N2O3P at a distorted geometry.

Atoms and positions in Å:
Au: 0.10748 -1.98668 -1.51079
C: 3.46868 -2.35928 -1.93959
O: 2.44558 -1.46018 -2.33029
C: 2.71758 -0.11888 -2.27749
C: 3.99938 0.37872 -2.11999
C: 4.19768 1.74662 -1.99609
Br: 5.95148 2.39622 -1.66589
C: 3.13988 2.62772 -2.04979
C: 1.84168 2.14232 -2.22539
C: 1.62008 0.76052 -2.33229
O: 0.36758 0.25382 -2.43519
C: 0.69938 3.03622 -2.19009
N: -0.55162 2.61742 -2.15349
C: -1.33152 3.73642 -1.99949
C: -2.71052 3.89052 -1.86879
C: -3.18942 5.16632 -1.65899
C: -2.34252 6.27912 -1.59469
C: -0.97852 6.15132 -1.75179
C: -0.48792 4.87062 -1.94709
N: 0.78878 4.39192 -2.07799
H: 3.86938 -2.08218 -0.96079
H: 4.27188 -2.38048 -2.67829
H: 2.99708 -3.33958 -1.88219
H: 4.84518 -0.28828 -2.08429
H: 3.31988 3.68382 -1.93079
H: -0.27932 1.03612 -2.40249
H: -3.37312 3.04112 -1.93129
H: -4.25132 5.32022 -1.54259
H: -2.76982 7.25472 -1.42049
H: -0.32042 7.00432 -1.72109
H: 1.61538 4.96462 -2.12429
O: -2.72142 -1.37048 -2.56919
C: -2.80912 -1.46208 -1.41129
C: -3.14472 -1.54698 -0.12349
C: -4.57012 -1.56368 0.11011
C: -5.05802 -1.64018 1.37691
C: -4.19402 -1.70698 2.48331
C: -2.82622 -1.70378 2.29081
C: -2.27242 -1.64138 1.01721
P: -0.48072 -1.59688 0.84551
C: 0.20788 -2.99938 1.75661
C: -0.50702 -4.18458 1.90641
C: 0.08818 -5.26538 2.53211
C: 1.38558 -5.16888 3.00931
C: 2.10148 -3.99138 2.85401
C: 1.52418 -2.91218 2.21441
C: 0.11138 -0.13688 1.76851
C: 0.32118 -0.21888 3.14481
C: 0.79398 0.88542 3.82641
C: 1.06208 2.06392 3.14771
C: 0.82468 2.15362 1.78501
C: 0.34678 1.05592 1.09141
H: -5.21962 -1.50428 -0.74719
H: -6.12612 -1.64168 1.52651
H: -4.60012 -1.76888 3.47821
H: -2.15352 -1.76228 3.13591
H: -1.52422 -4.24628 1.54471
H: -0.45882 -6.18818 2.63941
H: 1.84298 -6.01358 3.49821
H: 3.11218 -3.91918 3.22421
H: 2.07648 -1.98948 2.09081
H: 0.12558 -1.14048 3.67541
H: 0.96378 0.82062 4.88951
H: 1.46048 2.91132 3.68261
H: 1.01918 3.07752 1.26231
H: 0.15658 1.12312 0.02971
F: 0.09488 -5.00008 -1.08759
B: -0.12212 -4.03688 -1.96639
F: -0.50942 -4.50518 -3.12919

Output
* HOMO-LUMO gap: 4.33 eV
* E_LUMO: -5.15 eV
* highest occupied orbital energy: -9.5 eV
* charge: +1
* maximum force: 6.9 eV Å⁻¹

---

ORCA calculation (ωB97M-V/def2-TZVPD) on 2 unconnected molecules or ions with the total composition C4H8ClN4 at a distorted geometry.

Atoms and positions in Å:
C: -2.14178 -2.78192 0.88154
C: -1.94166 -1.75315 -0.01385
C: -1.27685 -2.88153 2.00166
C: -0.05225 -1.21444 1.15653
N: -0.31963 -2.10749 2.26139
N: -0.91040 -0.91088 0.20382
N: -0.61042 0.01716 -0.71534
N: 1.93472 1.05319 -0.11067
Cl: -1.57386 -4.20229 3.12323
H: -2.80444 -3.51041 0.64719
H: -2.70538 -1.58812 -0.71710
H: 0.90616 -0.74934 1.31897
H: 0.25239 0.62511 -0.39019
H: -1.36394 0.64381 -0.79542
H: 2.38553 0.76223 -0.99997
H: 2.27695 0.53140 0.69876
H: 2.15858 2.05778 0.02736

Output
* HOMO-LUMO gap: 9.48 eV
* E_LUMO: -4.73 eV
* highest occupied orbital energy: -14.2 eV
* charge: +1
* energy above the lowest of the compared OMol25 structures with the same formula, charge and spin: 59.5 kcal per mole
* maximum force: 5.5 eV Å⁻¹

---

ORCA calculation (ωB97M-V/def2-TZVPD) on a single C6H10BrF2NOS molecule at a distorted geometry.

Atoms and positions in Å:
C: -0.27271 -1.59496 -1.64512
C: 0.09425 0.07301 2.07446
C: 1.56543 1.92760 1.08977
C: -0.73209 1.41135 0.09167
C: -1.32885 -2.63873 -2.11782
C: 0.48885 0.79405 0.81496
N: 0.13600 -1.53693 -0.48966
O: 1.69082 0.34127 -1.36773
F: -1.18172 -2.91112 -3.38773
F: -1.34148 -3.76919 -1.39038
S: 1.39661 -0.39126 -0.19864
Br: -3.07632 -1.70134 -1.77232
H: 0.03961 -0.81918 -2.47269
H: -0.59508 -0.64109 2.04327
H: 0.90215 -0.41434 2.49401
H: -0.25466 0.71426 3.01446
H: 1.82171 2.49727 0.29735
H: 2.41098 1.37580 1.42153
H: 1.19083 2.61260 1.83144
H: -0.37939 2.14730 -0.54449
H: -1.18987 0.66219 -0.57971
H: -1.38507 1.86143 0.79336

Output
* HOMO-LUMO gap: 9.60 eV
* E_LUMO: 0.04 eV
* highest occupied orbital energy: -9.6 eV
* maximum force: 5.2 eV Å⁻¹

---

ORCA calculation (ωB97M-V/def2-TZVPD) on a single C4H8N2O2S molecule at a distorted geometry.

Atoms and positions in Å:
C: -1.17225 -0.20217 -0.26132
C: 0.85510 0.35263 -1.69248
C: 0.91476 -0.66946 2.01778
C: 0.34035 0.28802 -0.28025
N: 1.19653 -0.59586 0.57997
N: -2.17022 0.84555 -0.50285
O: -2.89961 0.72808 -1.46276
O: -2.23143 1.71216 0.30494
S: -1.96876 -1.47803 0.30394
H: 0.81564 -0.47960 -2.27090
H: 1.88953 0.70903 -1.87751
H: 0.32846 1.08700 -2.29071
H: 0.82105 0.27247 2.37739
H: -0.02356 -1.28255 2.20099
H: 1.73245 -1.02962 2.53843
H: 0.34931 1.37713 0.09990
H: 1.22268 -1.63479 0.21544

Output
* HOMO-LUMO gap (spin up / spin down): 7.90 / 6.19 eV
* E_LUMO (spin up / spin down): 0.29 / -3.24 eV
* ⟨S²⟩: 2.007
* highest occupied orbital energy (spin up / spin down): -7.6 / -9.4 eV
* multiplicity: 3
* energy above the lowest of the compared OMol25 structures with the same formula, charge and spin: 29.5 kcal per mole
* maximum force: 3.9 eV Å⁻¹

---

ORCA calculation (ωB97M-V/def2-TZVPD) on a molecular structure, C6H12Cl2NO3S at a distorted geometry.

Atoms and positions in Å:
C: -1.39041 -1.33163 1.70843
C: -2.81525 -0.45892 -0.27781
C: 2.32384 2.03427 -1.31274
C: -1.65516 -1.24561 0.23112
C: 1.30953 0.81305 -1.26126
C: -0.86296 -1.80526 -0.65755
N: 1.33176 -0.21088 -0.41654
O: 0.79618 0.78677 1.81851
O: 1.86764 -1.41149 1.75485
O: 3.16911 0.62362 1.12458
S: 1.91371 -0.15891 1.10466
Cl: -0.48576 2.07079 -0.68181
Cl: -1.18411 -1.73006 -2.30822
H: -1.18305 -0.32049 2.06638
H: -0.37832 -1.96337 1.80993
H: -2.25533 -1.90895 2.09677
H: -3.34194 -0.80485 -1.20748
H: -2.43236 0.53669 -0.55516
H: -3.64082 -0.39433 0.55083
H: 1.63848 2.76720 -1.77689
H: 3.15388 1.66971 -1.96895
H: 2.76064 2.44322 -0.37246
H: 0.48706 1.52327 1.18869
H: 0.73212 0.56467 -2.23232
H: 0.14153 -2.08848 -0.42555

Output
* HOMO-LUMO gap: 8.34 eV
* E_LUMO: 3.26 eV
* highest occupied orbital energy: -5.1 eV
* charge: -1
* maximum force: 5.4 eV Å⁻¹

---

ORCA calculation (ωB97M-V/def2-TZVPD) on a molecular structure, C26H32ClO4Ru at a distorted geometry.

Atoms and positions in Å:
O: -0.24324 -0.60469 -4.63868
C: -0.12535 0.72304 -5.25978
C: -0.20419 0.16229 -6.67165
H: 0.82353 1.22497 -5.04028
H: -0.96608 1.34887 -4.95038
C: -0.20222 -1.20341 -5.97314
H: 0.67852 0.34147 -7.27648
H: -1.12781 0.41512 -7.17796
C: 1.10388 -1.94929 -6.13933
H: 1.94506 -1.28135 -5.92039
H: 1.21099 -2.31012 -7.16790
H: 1.12287 -2.80496 -5.45291
C: -1.38564 -2.10257 -6.28948
H: -2.35615 -1.61156 -6.14769
H: -1.34250 -3.00621 -5.66669
H: -1.33655 -2.40896 -7.34186
Ru: -0.75138 -1.04799 1.81716
C: -2.60081 -1.36600 2.89301
C: -2.41416 0.05115 3.02576
C: -2.29477 0.61811 1.71375
H: -2.33697 0.59050 3.96510
C: -2.48190 -0.44165 0.74775
C: -2.68116 -1.67164 1.47562
H: -2.96230 -2.62563 1.04161
H: -2.70576 -2.07142 3.71582
H: -2.06155 1.65365 1.47163
H: -2.51121 -0.31528 -0.33164
C: 0.60278 -2.44671 3.10155
C: -0.30682 -3.04376 2.16043
C: 0.08540 -2.61342 0.82372
H: -1.07891 -3.76169 2.41366
C: 1.21425 -1.71202 0.98363
C: 1.52294 -1.63254 2.37992
H: 2.32947 -1.04781 2.80866
H: 0.57191 -2.57674 4.17797
H: -0.33418 -2.93638 -0.12243
H: 1.72633 -1.19051 0.18320
O: 1.43861 0.56709 -2.37942
C: 0.17917 -0.10480 -2.13993
C: -0.98281 0.87983 -2.27716
H: 0.16650 -0.51539 -1.11412
H: 0.10932 -0.93601 -2.84577
C: -0.31597 2.26018 -2.10478
H: -1.77942 0.70795 -1.54851
H: -1.40953 0.76877 -3.27486
C: 1.20210 1.93559 -1.95780
H: -0.69970 2.72652 -1.17444
H: -0.52638 2.93461 -2.95575
H: 1.42106 2.03390 -0.86646
H: 1.84838 2.61398 -2.55805
Cl: 3.21113 4.11526 8.40402
C: 2.39189 3.14734 7.25157
C: 1.59759 2.07058 7.68459
C: 0.95348 1.26941 6.73644
C: 1.08813 1.53514 5.37031
C: 1.87212 2.61389 4.94306
C: 2.52466 3.42735 5.87477
C: 0.38940 0.63923 4.37843
O: -0.28740 -0.30154 4.86739
O: 0.55170 0.90628 3.13608
H: 1.49323 1.86799 8.74894
H: 0.33756 0.42416 7.04132
H: 1.96130 2.79816 3.87380
H: 3.13754 4.26968 5.55514

Output
* HOMO-LUMO gap (spin up / spin down): 5.04 / 6.04 eV
* E_LUMO (spin up / spin down): 0.45 / -2.45 eV
* ⟨S²⟩: 8.783
* highest occupied orbital energy (spin up / spin down): -4.6 / -8.5 eV
* multiplicity: 6
* maximum force: 5.4 eV Å⁻¹